1.
A molecular structure, C18H31BF11NO20S4Zr at a distorted geometry. Source: the Open Molecules 2025 dataset; level of theory: ωB97M-V with the def2-TZVPD basis set.

Each line ends with the Löwdin charge.
Element x y z (Å)
1 Zr 0.799 1.787 -3.790  1.674
2 N 2.353 5.753 -3.874  -0.286
3 S 2.887 6.865 -2.845  0.462
4 O 1.965 7.776 -2.143  -0.311
5 O 4.283 7.285 -2.944  -0.298
6 F 3.111 5.642 -1.778  -0.292
7 S 2.862 6.894 -5.159  0.515
8 O 4.132 6.587 -5.796  -0.289
9 O 2.348 8.231 -5.060  -0.267
10 F 2.054 6.146 -6.238  -0.204
11 B 2.492 0.329 -6.805  -0.375
12 H 2.876 1.333 -6.700  -0.088
13 H 2.634 -0.222 -5.888  -0.108
14 H 1.423 0.446 -6.891  -0.106
15 H 2.864 -0.173 -7.684  -0.046
16 O -0.893 -1.402 -2.047  -0.094
17 C -0.365 -2.348 -1.076  -0.150
18 C 0.851 -1.787 -0.111  -0.149
19 O 1.618 -0.713 -0.728  -0.079
20 H -0.085 -3.264 -1.596  0.128
21 H -1.138 -2.572 -0.341  0.116
22 H 1.590 -2.562 0.094  0.119
23 H 0.454 -1.394 0.825  0.125
24 C 4.217 -7.288 1.264  -0.067
25 C 5.100 -8.051 0.339  -0.186
26 O 5.567 -6.981 -0.559  0.008
27 C 5.721 -7.221 -1.867  -0.340
28 O 5.683 -8.355 -2.366  0.131
29 C 6.176 -6.036 -2.688  -0.519
30 F 6.280 -4.893 -1.963  0.137
31 F 7.337 -6.292 -3.270  0.192
32 F 5.299 -5.649 -3.659  0.138
33 H 4.732 -6.373 1.558  0.087
34 H 3.709 -7.878 2.027  0.088
35 H 3.435 -6.907 0.607  0.079
36 H 4.634 -8.867 -0.214  0.122
37 H 5.962 -8.568 0.760  0.130
38 C -6.454 1.079 -6.598  -0.057
39 C -5.238 1.724 -7.290  -0.226
40 O -5.428 3.080 -7.099  0.024
41 C -4.494 3.777 -6.418  -0.296
42 O -3.459 3.264 -5.925  0.084
43 C -4.851 5.256 -6.248  -0.561
44 F -6.128 5.611 -6.418  0.182
45 F -4.520 5.598 -4.995  0.165
46 F -4.053 5.861 -7.108  0.197
47 H -6.528 0.028 -6.876  0.078
48 H -7.389 1.598 -6.806  0.085
49 H -6.205 1.099 -5.537  0.076
50 H -5.378 1.423 -8.328  0.131
51 H -4.350 1.370 -6.765  0.119
52 C -0.947 3.069 4.945  -0.032
53 C -0.885 3.663 3.460  -0.245
54 O -2.138 3.569 3.013  0.003
55 C -2.533 3.572 1.694  -0.280
56 O -1.720 3.483 0.748  0.117
57 C -3.965 3.816 1.438  -0.612
58 F -4.497 3.022 0.445  0.143
59 F -4.644 3.757 2.540  0.220
60 F -4.011 5.038 1.000  0.220
61 H -1.157 2.003 4.859  0.067
62 H -1.837 3.420 5.468  0.071
63 H -0.071 3.332 5.537  0.073
64 H -0.133 3.102 2.905  0.121
65 H -0.591 4.712 3.422  0.136
66 C -6.044 -1.669 5.083  -0.160
67 C -6.531 -2.746 6.002  -0.237
68 O -7.898 -2.629 5.941  -0.178
69 S -8.427 -1.102 5.534  0.711
70 O -8.905 -0.305 6.640  -0.232
71 O -9.355 -1.216 4.395  -0.256
72 O -7.002 -0.573 5.012  -0.179
73 H -6.007 -2.149 4.105  0.129
74 H -5.030 -1.335 5.303  0.133
75 H -6.100 -2.624 6.996  0.128
76 H -6.296 -3.791 5.802  0.142
77 C 5.265 -1.568 6.325  -0.164
78 C 5.389 -0.942 7.730  -0.201
79 O 6.451 -1.560 8.377  -0.183
80 S 7.196 -2.748 7.499  0.745
81 O 7.351 -4.030 8.149  -0.234
82 O 8.458 -2.259 6.880  -0.270
83 O 6.045 -2.771 6.306  -0.209
84 H 5.719 -0.922 5.573  0.130
85 H 4.220 -1.832 6.166  0.127
86 H 4.413 -0.908 8.213  0.131
87 H 5.722 0.074 7.515  0.129

Results
Strongest force on any atom in eV Å⁻¹: 8.22
Net charge: 0
HOMO level in eV: -9.0
Orbital gap in eV: 2.588

***

2.
A molecular structure, C18H31BIrN6O3PS4Sb at a distorted geometry. Source: the Open Molecules 2025 dataset; level of theory: ωB97M-V with the def2-TZVPD basis set.

Each line ends with the Mulliken spin population.
Element x y z (Å)
1 Ir -1.012 -0.143 -0.991  2.184
2 C -2.637 -1.421 2.312  -0.011
3 C -1.452 -0.515 2.472  -0.001
4 C -0.865 -0.078 3.672  -0.006
5 C 0.169 0.756 3.303  0.003
6 C 1.120 1.524 4.173  -0.001
7 N 0.180 0.807 1.957  -0.023
8 N -0.806 0.018 1.437  0.122
9 B 1.093 1.663 1.043  -0.092
10 N 0.236 2.627 0.204  -0.032
11 N -0.657 2.172 -0.730  0.171
12 C -1.214 3.241 -1.287  -0.020
13 C -2.242 3.150 -2.369  0.011
14 C -0.681 4.407 -0.700  -0.010
15 C 0.233 3.977 0.237  0.003
16 C 1.101 4.792 1.149  0.000
17 N 1.972 0.792 0.105  -0.024
18 N 1.426 0.034 -0.894  0.117
19 C 2.447 -0.497 -1.567  -0.008
20 C 2.278 -1.432 -2.726  -0.014
21 C 3.663 -0.078 -0.994  -0.005
22 C 3.317 0.736 0.063  0.005
23 C 4.209 1.477 1.016  -0.001
24 H -3.124 -1.559 3.278  0.000
25 H -3.362 -1.000 1.611  0.003
26 H -2.349 -2.405 1.938  0.004
27 H -1.169 -0.331 4.681  0.000
28 H 0.900 1.310 5.217  0.000
29 H 2.162 1.254 3.979  0.000
30 H 1.030 2.602 4.017  0.000
31 H 1.827 2.309 1.749  0.000
32 H -2.348 2.146 -2.751  -0.007
33 H -3.223 3.464 -2.009  0.005
34 H -1.970 3.793 -3.210  -0.002
35 H -0.937 5.433 -0.944  0.000
36 H 0.902 5.850 0.979  0.000
37 H 0.905 4.571 2.202  0.000
38 H 2.163 4.609 0.969  0.000
39 H 1.246 -1.487 -3.054  0.019
40 H 2.894 -1.106 -3.567  -0.001
41 H 2.595 -2.446 -2.456  0.000
42 H 4.665 -0.339 -1.314  0.000
43 H 5.247 1.237 0.792  0.000
44 H 4.081 2.559 0.931  0.000
45 H 4.009 1.206 2.055  0.000
46 S -4.155 -2.642 -3.972  0.008
47 Sb -3.448 -0.552 -3.424  -0.006
48 S -1.046 -0.347 -3.428  0.689
49 S -3.454 -0.107 -1.046  0.598
50 S -4.348 1.159 -4.612  0.016
51 C 1.355 -2.458 1.027  -0.013
52 O 0.292 -3.225 0.427  0.004
53 P -0.795 -2.671 -0.650  0.326
54 O -0.379 -3.340 -2.041  -0.009
55 C -0.213 -4.759 -2.186  0.004
56 O -1.956 -3.641 -0.093  0.004
57 C -3.305 -3.712 -0.626  -0.016
58 H 1.746 -3.063 1.837  -0.001
59 H 0.990 -1.513 1.431  0.001
60 H 2.156 -2.256 0.325  0.002
61 H 0.003 -4.934 -3.234  0.002
62 H -1.124 -5.288 -1.913  0.000
63 H 0.611 -5.117 -1.568  -0.001
64 H -3.832 -2.770 -0.486  0.003
65 H -3.809 -4.501 -0.063  0.002
66 H -3.309 -3.944 -1.684  -0.002

Results
Strongest force on any atom in eV Å⁻¹: 1.47
Net charge: -1
2S+1: 5
HOMO level (alpha / beta) in eV: -3.7 / -4.6
Orbital gap (alpha / beta) in eV: 5.874 / 5.565

***

3.
A molecular structure, C18H31BaN4O4PS5 at a distorted geometry. Source: the Open Molecules 2025 dataset; level of theory: ωB97M-V with the def2-TZVPD basis set.

Each line ends with the Löwdin charge.
Element x y z (Å)
1 Ba -0.524 1.266 0.707  1.421
2 C 4.833 -0.558 -2.610  -0.112
3 C 3.713 -0.397 -3.628  -0.295
4 N 2.732 0.590 -3.234  -0.060
5 C 1.654 0.258 -2.435  -0.910
6 S 0.298 1.281 -2.526  0.429
7 N 1.838 -0.797 -1.663  -0.034
8 N 0.696 -1.247 -1.088  -0.009
9 C 0.802 -1.896 0.013  -0.354
10 C 2.066 -2.077 0.800  -0.036
11 C -0.438 -2.536 0.477  -0.257
12 C -0.402 -3.691 1.266  -0.024
13 C -1.585 -4.330 1.573  -0.098
14 C -2.778 -3.783 1.121  -0.093
15 C -2.713 -2.594 0.405  -0.146
16 N -1.589 -1.988 0.083  0.112
17 H 5.590 -1.247 -2.988  0.055
18 H 4.432 -0.940 -1.678  0.045
19 H 5.303 0.404 -2.414  0.066
20 H 3.233 -1.370 -3.802  0.101
21 H 4.141 -0.061 -4.581  0.101
22 H 2.473 1.282 -3.920  0.080
23 H 2.833 -1.420 0.389  0.060
24 H 2.435 -3.104 0.748  0.070
25 H 1.898 -1.826 1.848  0.077
26 H 0.542 -4.085 1.611  0.100
27 H -1.579 -5.237 2.167  0.098
28 H -3.733 -4.235 1.347  0.088
29 H -3.622 -2.102 0.077  0.107
30 S 1.194 3.939 0.405  -0.331
31 S -0.355 4.975 -0.496  -0.274
32 S -1.986 4.968 0.763  -0.303
33 S -3.109 3.251 0.431  -0.382
34 C -3.160 0.007 4.809  -0.025
35 C -2.014 -0.891 5.259  -0.628
36 C -2.078 -2.231 4.543  -0.034
37 C -2.060 -1.087 6.774  -0.036
38 O -0.717 -0.314 5.017  -0.168
39 P -0.260 0.464 3.673  0.167
40 O 1.217 0.555 3.656  -0.278
41 O -0.936 -0.151 2.468  -0.646
42 O -0.961 1.912 3.757  -0.221
43 C -0.546 3.024 4.600  -0.609
44 C -1.724 3.994 4.538  -0.024
45 C 0.708 3.654 4.027  -0.050
46 C -0.304 2.542 6.025  -0.040
47 H -4.107 -0.478 5.065  0.087
48 H -3.134 0.176 3.738  0.083
49 H -3.120 0.973 5.304  0.075
50 H -3.019 -2.734 4.766  0.084
51 H -1.253 -2.867 4.862  0.089
52 H -2.000 -2.079 3.473  0.057
53 H -2.982 -1.591 7.064  0.079
54 H -2.011 -0.126 7.283  0.073
55 H -1.212 -1.689 7.096  0.082
56 H -1.920 4.270 3.505  0.034
57 H -1.494 4.897 5.107  0.085
58 H -2.621 3.536 4.954  0.077
59 H 0.545 4.005 3.009  0.006
60 H 1.525 2.937 4.014  0.075
61 H 0.992 4.509 4.648  0.086
62 H -1.194 2.074 6.439  0.066
63 H -0.047 3.406 6.643  0.084
64 H 0.514 1.830 6.061  0.080

Results
Strongest force on any atom in eV Å⁻¹: 3.48
Net charge: -2
HOMO level in eV: -0.8
Orbital gap in eV: 4.891

***

4.
9 unconnected molecules or ions with the total composition C18H31Br8N5 at a distorted geometry. Source: the Open Molecules 2025 dataset; level of theory: ωB97M-V with the def2-TZVPD basis set.

Each line ends with the Löwdin charge.
Element x y z (Å)
1 Br 4.983 -0.067 -3.810  0.646
2 C 5.908 1.400 -3.016  -0.777
3 C 5.869 2.635 -3.846  -0.744
4 Br 6.477 4.109 -2.769  0.648
5 H 6.963 1.130 -2.853  0.068
6 H 5.423 1.735 -2.092  0.026
7 H 4.853 2.901 -4.159  0.053
8 H 6.390 2.654 -4.801  0.060
9 Br -2.617 0.930 -4.181  0.618
10 C -3.291 -0.211 -5.570  -0.726
11 C -2.198 -0.751 -6.488  -0.719
12 Br -2.693 -2.418 -7.344  0.622
13 H -4.014 0.446 -6.107  0.063
14 H -3.775 -1.029 -4.983  0.048
15 H -1.342 -0.996 -5.812  0.052
16 H -1.792 -0.024 -7.167  0.053
17 Br -4.406 0.306 2.754  0.686
18 C -2.829 -0.717 3.056  -0.748
19 C -1.724 0.082 3.615  -0.694
20 Br -0.104 -0.990 3.801  0.655
21 H -2.516 -1.080 2.133  -0.043
22 H -3.052 -1.462 3.788  0.054
23 H -1.860 0.468 4.610  0.048
24 H -1.378 0.888 2.945  0.041
25 Br 2.264 2.164 -0.716  0.683
26 C 0.821 0.906 -0.994  -0.718
27 C -0.061 0.718 0.224  -0.687
28 Br -1.449 -0.459 -0.351  0.720
29 H 1.297 -0.025 -1.295  0.053
30 H 0.323 1.338 -1.817  0.016
31 H -0.502 1.638 0.571  0.060
32 H 0.610 0.116 0.859  0.038
33 C 5.654 -6.394 1.254  -0.081
34 C 5.464 -5.009 1.696  -0.312
35 N 5.230 -3.909 1.910  0.127
36 H 4.828 -6.994 1.693  0.086
37 H 6.689 -6.649 1.559  0.086
38 H 5.493 -6.382 0.142  0.096
39 C -5.476 -0.390 -1.282  -0.081
40 C -4.669 -1.563 -1.503  -0.308
41 N -4.096 -2.572 -1.801  0.125
42 H -5.903 -0.582 -0.326  0.058
43 H -6.183 -0.324 -2.063  0.072
44 H -4.892 0.565 -1.228  0.098
45 C -4.738 3.485 5.082  -0.074
46 C -3.661 3.605 4.091  -0.313
47 N -2.818 3.757 3.320  0.131
48 H -4.989 4.490 5.389  0.078
49 H -4.411 2.948 5.974  0.081
50 H -5.553 2.899 4.617  0.076
51 C 1.866 3.720 2.565  -0.067
52 C 1.711 5.191 2.855  -0.262
53 N 1.415 6.246 3.170  0.112
54 H 1.616 3.594 1.555  -0.028
55 H 1.113 3.251 3.216  0.084
56 H 2.820 3.333 2.821  0.066
57 C 0.089 -4.120 1.308  -0.054
58 C 1.159 -3.151 0.906  -0.301
59 N 2.023 -2.475 0.598  0.142
60 H 0.226 -5.061 0.809  0.072
61 H -0.867 -3.644 1.105  0.064
62 H 0.282 -4.201 2.383  0.073

Results
SMILES: BrCCBr.BrCCBr.BrCCBr.BrCCBr.CC#N.CC#N.CC#N.CC#N.CC#N
Strongest force on any atom in eV Å⁻¹: 6.19
Net charge: 0
HOMO level in eV: -10.2
Orbital gap in eV: 10.367